{"formula": "C19H24N2O3S", "method": "the ωB97M-V functional and the def2-TZVPD basis", "symbols": ["S", "O", "O", "O", "N", "N", "C", "C", "C", "C", "C", "C", "C", "C", "C", "C", "C", "C", "C", "C", "C", "C", "C", "C", "C", "H", "H", "H", "H", "H", "H", "H", "H", "H", "H", "H", "H", "H", "H", "H", "H", "H", "H", "H", "H", "H", "H", "H", "H"], "positions_angstrom": [[-1.6694, -2.2562, 2.3976], [-0.2367, 0.3962, 0.8593], [0.6073, -1.2154, -1.4430], [-4.2895, 2.9320, 0.5886], [1.2692, -2.3080, 0.4615], [-1.9252, 0.9799, 2.5028], [2.8572, -0.6720, -0.9840], [-0.7024, 0.3010, 2.1340], [-0.5175, -1.0825, 2.8180], [-0.4947, -1.6986, -1.2235], [4.2877, 0.5160, -1.9736], [-0.0182, -2.5776, 0.0434], [3.9808, -0.9447, 0.1557], [-1.7386, -1.8546, -1.9555], [-0.9950, -3.3597, 1.0677], [3.1350, 0.0674, -1.8980], [5.3002, -0.3201, 0.0751], [-3.5694, 0.7311, -0.0983], [1.5623, -1.3160, -0.6285], [-4.2623, 1.4444, -1.1892], [6.8023, 0.9421, -1.1761], [-2.4040, 2.3143, 1.7547], [-4.2334, 2.8084, -0.9878], [-3.7567, 1.8772, 1.2035], [5.3074, 0.3615, -1.0664], [-0.5338, -0.7324, 3.7556], [-4.4822, 1.3483, 1.9205], [-2.4860, 0.7446, -0.2694], [-5.3840, 1.2483, -1.0284], [-3.0477, 3.1500, -1.0389], [-1.5737, 2.5440, 1.1521], [-2.4997, -1.9537, -1.1384], [-2.6171, 2.7926, 2.6058], [-4.0047, -0.2287, 0.3566], [-1.7518, -0.7800, -2.2185], [-1.6948, -2.4006, -2.6330], [0.5425, -1.3740, 2.4274], [-3.9044, 0.9600, -1.9917], [-2.1999, 0.5736, 3.4310], [7.1662, 1.1275, -0.3566], [-1.5695, -3.8585, 0.6723], [3.7041, -1.7351, 0.9155], [-4.8692, 3.5834, -1.0510], [6.7611, 1.8605, -1.9537], [5.9224, -0.7579, 0.6247], [2.4994, 0.1452, -2.6569], [7.3979, 0.3058, -1.6442], [4.5147, 1.2960, -2.8751], [-0.1864, -3.9249, 1.5561]], "nbo_charge": [0.2280, -0.6913, -0.3571, -0.5748, -0.4861, -0.6494, -0.0341, 0.6569, -0.7080, 0.2813, -0.1719, 0.1006, -0.1307, -0.6038, -0.4565, -0.2871, -0.2343, -0.4163, 0.4540, -0.5009, -0.5574, -0.2114, -0.0363, 0.1195, 0.0146, 0.2220, 0.1765, 0.2231, 0.1989, 0.1527, 0.2437, 0.2441, 0.2036, 0.2347, 0.2225, 0.1809, 0.2997, 0.2457, 0.3964, 0.1787, 0.1563, 0.2212, 0.2258, 0.1860, 0.2017, 0.2175, 0.2009, 0.1937, 0.2260], "e_homo_ev": -7.0, "e_above_lowest_kj_mol": 1797.6, "homo_lumo_gap_ha": 0.27973, "total_energy_ev": -40032.833}